# 1
{
  "formula": "C33H39LiN3O4Si",
  "method": "ωB97M-V with the def2-TZVPD basis set",
  "spin_multiplicity": 1,
  "de_lowest_ev": 0.3306,
  "charge": -1,
  "species": ["Li", "O", "C", "O", "C", "C", "C", "C", "C", "N", "C", "O", "O", "H", "H", "H", "H", "C", "C", "C", "C", "C", "C", "C", "N", "C", "C", "C", "C", "C", "C", "C", "N", "C", "C", "C", "C", "H", "H", "H", "H", "H", "H", "H", "H", "H", "H", "H", "H", "H", "H", "H", "H", "H", "H", "H", "H", "H", "H", "H", "H", "C", "Si", "C", "C", "C", "C", "C", "C", "C", "H", "H", "H", "H", "H", "H", "H", "H", "H", "H", "H"],
  "coordinates": [[0.980281, 0.292236, -0.336179], [4.034581, 2.052036, -2.368779], [3.260081, 1.291336, -1.504879], [2.135981, 0.915836, -1.907979], [3.792781, 0.991836, -0.261979], [4.868181, 1.625636, 0.398721], [4.918681, 1.597036, 1.760321], [3.775381, 1.101036, 2.469821], [2.835681, 0.387436, 1.820321], [3.041081, 0.036836, 0.480021], [1.462581, 0.019836, 2.353921], [1.310981, -0.144564, 3.565521], [0.590781, -0.055564, 1.448121], [3.509281, 2.150736, -3.171979], [5.586881, 2.183736, -0.186479], [5.730681, 2.057036, 2.306121], [3.621481, 1.367436, 3.503721], [-5.282519, 3.605636, -0.225379], [-3.924419, 4.313036, -0.242079], [-3.791919, 5.134736, 1.045621], [-3.880619, 5.242636, -1.462879], [-2.756719, 3.346236, -0.341079], [-1.443919, 3.832936, -0.343879], [-0.400119, 2.935136, -0.504879], [-0.557219, 1.638436, -0.634679], [-1.795919, 1.133836, -0.577779], [-2.912219, 1.980836, -0.460779], [-1.904419, -0.313964, -0.646379], [-3.109519, -0.995964, -0.391079], [-3.180319, -2.374564, -0.457079], [-1.983519, -3.039564, -0.749779], [-0.837319, -2.292864, -0.975679], [-0.782219, -0.980264, -0.952879], [-4.464519, -3.160664, -0.218279], [-4.297819, -4.006864, 1.052021], [-4.728919, -4.072064, -1.427079], [-5.680619, -2.246064, -0.037579], [-6.075219, 4.348736, -0.151379], [-5.364319, 2.934736, 0.627421], [-5.436119, 3.041236, -1.142779], [-4.632319, 5.819236, 1.141821], [-2.876319, 5.718136, 1.047921], [-3.776319, 4.478436, 1.912421], [-4.712219, 5.944536, -1.437679], [-3.950319, 4.656736, -2.376779], [-2.952719, 5.807136, -1.491479], [-1.231919, 4.884636, -0.231879], [0.622281, 3.283136, -0.544379], [-3.900419, 1.558636, -0.478379], [-3.986519, -0.429764, -0.126579], [-1.928719, -4.115764, -0.811679], [0.089381, -2.794764, -1.211879], [-3.476419, -4.708964, 0.944921], [-5.206019, -4.570164, 1.263221], [-4.081019, -3.365064, 1.902821], [-3.923319, -4.785764, -1.571679], [-4.822719, -3.476164, -2.332079], [-5.654019, -4.629664, -1.288979], [-5.577719, -1.631264, 0.853021], [-6.582619, -2.844764, 0.081221], [-5.806219, -1.600164, -0.904079], [2.341081, -2.737164, 1.333521], [3.280181, -1.646764, 0.105621], [2.788981, -2.092364, -1.679779], [5.166381, -1.847764, 0.302221], [5.746181, -2.344364, 1.466521], [7.108181, -2.261664, 1.685421], [7.929681, -1.677064, 0.736121], [7.375081, -1.189564, -0.435479], [6.012081, -1.273564, -0.645279], [2.557981, -3.791764, 1.191421], [1.275681, -2.578864, 1.225721], [2.597681, -2.471564, 2.351021], [2.407581, -3.108264, -1.734979], [3.647881, -2.029664, -2.341079], [2.032281, -1.417664, -2.059279], [5.111381, -2.791164, 2.217821], [7.532481, -2.634964, 2.608021], [8.994381, -1.591264, 0.912421], [8.007281, -0.721864, -1.178679], [5.588781, -0.866264, -1.551179]],
  "forces_ev_per_angstrom": [[0.11, 0.08, -0.30], [0.15, 0.06, 0.08], [0.35, 0.40, 0.25], [-0.54, -0.06, -0.51], [-0.03, 0.30, -1.02], [0.41, 0.14, 0.46], [0.59, 0.24, -0.60], [-0.63, -0.58, 0.12], [-0.28, 0.30, 1.04], [-0.35, -0.76, -0.40], [0.69, 0.40, 0.57], [-0.12, -0.07, 0.40], [-0.95, -0.27, -0.34], [-0.14, -0.11, 0.14], [0.15, 0.01, -0.02], [0.06, 0.10, -0.04], [-0.17, 0.00, 0.12], [0.26, 0.09, -0.02], [-0.18, 0.12, 0.02], [0.00, -0.09, -0.13], [-0.01, -0.10, 0.13], [0.50, 0.30, -0.01], [-0.29, -0.40, -0.03], [0.06, 0.74, -0.05], [-0.62, -0.77, 0.16], [0.06, 1.77, 0.04], [0.30, -0.60, -0.07], [-0.22, -1.70, -0.05], [0.36, 0.54, -0.09], [0.43, -0.32, -0.11], [-0.24, 0.37, 0.05], [-0.11, -0.71, -0.13], [-0.29, 0.78, 0.20], [-0.19, -0.06, 0.04], [0.03, 0.11, -0.15], [0.04, 0.13, 0.15], [0.25, -0.11, -0.01], [-0.06, 0.05, 0.01], [-0.05, -0.10, 0.06], [-0.08, -0.11, -0.07], [-0.10, 0.10, 0.01], [0.12, 0.09, 0.04], [0.00, -0.05, 0.13], [-0.10, 0.10, 0.02], [0.00, -0.02, -0.14], [0.09, 0.08, -0.03], [0.05, 0.09, -0.01], [0.16, 0.07, 0.02], [-0.14, -0.10, 0.02], [-0.05, 0.07, 0.01], [-0.01, -0.09, 0.03], [0.15, -0.10, 0.00], [0.12, -0.12, 0.02], [-0.10, -0.04, -0.02], [0.02, 0.04, 0.12], [0.09, -0.09, -0.04], [0.00, 0.04, -0.14], [-0.09, -0.05, 0.06], [0.00, 0.14, 0.09], [-0.04, -0.08, -0.03], [-0.09, 0.11, -0.06], [0.41, 0.34, -0.41], [0.55, -0.42, 0.02], [0.15, 0.15, 0.57], [-0.51, -0.16, -0.11], [-0.26, -0.04, -0.05], [0.24, -0.03, 0.15], [0.06, 0.01, 0.04], [0.18, 0.09, -0.09], [-0.07, -0.14, -0.11], [0.13, -0.21, -0.14], [-0.30, 0.08, -0.02], [0.03, 0.10, 0.32], [0.01, -0.28, 0.09], [0.15, 0.07, -0.13], [-0.16, 0.19, -0.10], [-0.05, -0.04, 0.17], [0.02, -0.05, 0.06], [0.04, -0.02, 0.01], [0.04, 0.03, -0.06], [0.00, 0.08, -0.15]],
  "lowdin_charge": [0.571, 0.041, -0.532, -0.103, -0.268, -0.062, -0.114, -0.041, -0.213, -0.124, -0.698, -0.014, -0.128, 0.092, 0.105, 0.076, 0.104, -0.066, -0.560, -0.043, -0.045, -0.165, 0.004, -0.093, 0.080, -0.182, 0.053, -0.184, 0.056, -0.159, 0.004, -0.109, 0.111, -0.555, -0.040, -0.048, -0.067, 0.082, 0.087, 0.084, 0.082, 0.075, 0.093, 0.082, 0.090, 0.077, 0.107, 0.122, 0.090, 0.092, 0.108, 0.097, 0.079, 0.082, 0.093, 0.073, 0.089, 0.081, 0.084, 0.082, 0.086, -0.139, 0.617, -0.142, -0.207, -0.096, -0.107, -0.111, -0.099, -0.111, 0.029, 0.019, 0.034, 0.017, 0.024, 0.005, 0.093, 0.092, 0.090, 0.095, 0.095]
}

---

# 2
{
  "formula": "C33H40AsBrN3SSi2Ti",
  "method": "ωB97M-V with the def2-TZVPD basis set",
  "spin_multiplicity": 2,
  "de_lowest_ev": 0.7667,
  "charge": 0,
  "species": ["Ti", "C", "C", "C", "C", "N", "C", "C", "C", "C", "C", "C", "C", "H", "H", "H", "H", "H", "H", "H", "H", "C", "C", "C", "C", "C", "C", "C", "C", "C", "S", "C", "N", "H", "H", "H", "H", "H", "H", "H", "H", "C", "C", "C", "C", "C", "Br", "N", "C", "H", "H", "H", "H", "H", "H", "C", "Si", "C", "C", "As", "Si", "C", "C", "C", "H", "H", "H", "H", "H", "H", "H", "H", "H", "H", "H", "H", "H", "H", "H", "H", "H", "H"],
  "coordinates": [[0.079689, 0.873267, -0.230491], [0.657688, -0.309526, 3.833909], [-0.644211, -0.366975, 4.300699], [-1.680756, -0.179261, 3.414224], [-1.417239, 0.083136, 2.073076], [-0.151219, 0.145392, 1.632328], [0.858732, -0.062845, 2.493946], [-2.452616, 0.318687, 1.043487], [-3.806013, 0.203154, 1.352194], [-4.765294, 0.490480, 0.399369], [-4.366038, 0.890780, -0.872684], [-3.017874, 0.973988, -1.180395], [-2.011138, 0.680328, -0.248729], [1.507401, -0.458294, 4.486486], [-0.847785, -0.563038, 5.347362], [-2.705830, -0.224668, 3.756150], [1.857773, -0.032676, 2.080205], [-4.126257, -0.117561, 2.337311], [-5.816410, 0.403035, 0.644914], [-5.111178, 1.129941, -1.622835], [-2.751452, 1.281487, -2.180833], [-1.425195, 3.580133, 1.292843], [0.006200, 3.343967, 1.665966], [0.496612, 3.988814, 2.825719], [1.800016, 3.875931, 3.166839], [2.682591, 3.161066, 2.331784], [4.065049, 3.075824, 2.613331], [4.875098, 2.399710, 1.751897], [4.341859, 1.793217, 0.594650], [3.000023, 1.841198, 0.281947], [2.360825, 1.058945, -1.153026], [2.136914, 2.538200, 1.185804], [0.779177, 2.594607, 0.901611], [-1.558292, 4.643353, 1.080388], [-2.090494, 3.318945, 2.115791], [-1.728372, 3.031371, 0.416483], [-0.192890, 4.571420, 3.427088], [2.184059, 4.350062, 4.065930], [4.458398, 3.558799, 3.504568], [5.939497, 2.329721, 1.950953], [4.995506, 1.264020, -0.086629], [-0.324749, -0.068870, -5.528177], [-0.194520, 1.135015, -4.624763], [0.217985, 2.380132, -5.064160], [0.334258, 3.423318, -4.165102], [0.071890, 3.172616, -2.834374], [0.279372, 4.627709, -1.650193], [-0.299735, 1.995262, -2.364593], [-0.466782, 1.019326, -3.273803], [-0.388856, 0.226009, -6.577372], [-1.209244, -0.659197, -5.279638], [0.540931, -0.725580, -5.410400], [0.435575, 2.544407, -6.115686], [0.628200, 4.414213, -4.476495], [-0.820498, 0.077607, -2.889278], [3.311549, -1.913172, 0.852042], [1.900458, -2.857915, 0.064005], [1.208358, -3.932622, 1.417289], [2.671409, -3.963390, -1.220479], [0.326358, -1.541744, -1.051204], [-1.498510, -2.959730, -0.761648], [-1.069734, -4.598418, -1.565176], [-2.132553, -3.317971, 0.955259], [-2.953570, -2.289664, -1.732801], [4.243674, -2.461004, 0.658234], [3.189958, -1.829849, 1.940762], [3.421822, -0.912834, 0.429533], [2.037489, -4.470940, 1.895867], [0.494917, -4.669286, 1.034147], [0.696845, -3.332469, 2.181387], [3.372643, -4.684440, -0.775525], [3.215321, -3.336941, -1.937814], [1.904528, -4.512032, -1.776648], [-0.319744, -5.177046, -1.011829], [-0.662333, -4.399477, -2.563440], [-1.970139, -5.220215, -1.672964], [-1.400834, -3.867912, 1.556778], [-3.046597, -3.923873, 0.875872], [-2.383942, -2.390836, 1.485011], [-2.628810, -1.650897, -2.563625], [-3.628501, -1.693296, -1.100612], [-3.520473, -3.132132, -2.151980]],
  "forces_ev_per_angstrom": [[0.63, 0.73, -2.11], [0.27, -0.04, -0.14], [-0.16, -0.05, 0.22], [-0.25, -0.03, 0.07], [-0.36, -0.10, -0.05], [0.05, -0.39, 1.59], [-0.03, -0.03, 0.03], [0.12, -0.04, -0.02], [-0.18, -0.02, 0.10], [0.00, 0.01, -0.07], [-0.04, 0.02, 0.09], [0.04, -0.02, 0.21], [-0.85, 0.10, 0.15], [-0.02, -0.01, -0.03], [0.01, 0.02, -0.07], [0.08, 0.00, 0.01], [0.02, 0.05, -0.06], [-0.01, 0.04, -0.05], [0.02, 0.00, -0.02], [0.01, -0.02, 0.01], [0.03, 0.05, -0.11], [0.04, 0.08, 0.18], [-0.01, 0.08, 0.01], [-0.38, 0.12, -0.07], [0.24, 0.07, 0.20], [-0.01, -0.03, -0.07], [-0.10, 0.09, 0.12], [0.08, -0.18, -0.25], [0.18, 0.02, 0.10], [-0.17, 0.10, -0.01], [0.19, 0.12, 0.41], [-0.03, 0.08, -0.06], [0.70, 0.56, 0.61], [0.00, 0.01, 0.04], [-0.03, -0.02, 0.04], [-0.05, -0.17, -0.25], [0.03, -0.06, -0.06], [-0.01, -0.04, -0.09], [-0.08, -0.07, -0.13], [-0.08, -0.03, -0.06], [0.05, 0.01, 0.02], [0.01, 0.14, 0.07], [-0.08, -0.27, -0.10], [0.07, 0.13, -0.29], [0.02, 0.05, -0.20], [0.10, 0.03, 0.06], [0.00, 0.02, 0.15], [-0.12, -0.19, -0.18], [-0.04, 0.05, 0.13], [0.00, 0.00, 0.09], [0.05, 0.07, 0.01], [-0.03, 0.05, 0.01], [0.00, 0.00, 0.09], [0.01, -0.01, -0.02], [-0.01, -0.19, 0.13], [0.30, 0.20, 0.19], [-0.08, 0.25, -0.24], [-0.22, -0.27, 0.35], [0.16, -0.26, -0.29], [0.06, -0.73, -0.21], [0.18, 0.15, -0.20], [0.10, -0.30, -0.12], [-0.11, -0.04, 0.48], [-0.33, 0.21, -0.13], [-0.12, 0.09, 0.10], [0.05, -0.02, -0.19], [0.04, -0.04, 0.02], [-0.12, 0.04, -0.03], [0.15, 0.05, 0.11], [0.12, -0.11, -0.09], [-0.11, 0.13, -0.09], [-0.04, -0.13, 0.06], [0.12, 0.02, 0.04], [-0.14, 0.09, -0.10], [-0.08, -0.10, 0.08], [0.17, 0.08, 0.03], [-0.26, 0.11, -0.08], [0.12, 0.09, 0.06], [0.00, -0.20, -0.08], [-0.09, -0.13, 0.09], [0.19, -0.21, -0.19], [0.02, 0.16, 0.06]],
  "lowdin_charge": [0.457, -0.037, -0.048, 0.000, -0.231, -0.042, -0.104, -0.230, -0.042, -0.080, -0.088, -0.129, -0.219, 0.114, 0.113, 0.108, 0.100, 0.102, 0.103, 0.105, 0.082, -0.036, -0.325, -0.011, 0.000, -0.162, -0.050, -0.073, -0.110, -0.611, 0.608, -0.236, 0.012, 0.086, 0.096, 0.047, 0.120, 0.123, 0.111, 0.107, 0.104, -0.029, -0.229, -0.009, -0.104, -0.733, 0.842, -0.039, -0.148, 0.078, 0.082, 0.090, 0.123, 0.099, 0.036, -0.225, 0.182, -0.234, -0.243, 0.755, 0.192, -0.243, -0.203, -0.217, 0.036, 0.024, -0.032, 0.037, 0.007, 0.021, 0.032, 0.030, 0.009, 0.010, 0.026, 0.029, 0.004, 0.038, 0.008, 0.014, 0.015, 0.031]
}

---

> Among the records above, which one has the highest charge?

C33H40AsBrN3SSi2Ti

---

> charge of number 2 (C33H40AsBrN3SSi2Ti)?

0

---

> Number 1 is which compound?

C33H39LiN3O4Si

---

> Among the records above, which one has the lowest charge?

C33H39LiN3O4Si